Entry 1:
64
Properties=species:S:1:pos:R:3:lowdin_charge:R:1 method="wB97M-V/def2-TZVPD" homo_energy_ev=-10.83 gap_ev=7.43 lumo_energy_ev=-3.41 energy_ha=-3216.01496 e_above_lowest_ev=0.6097 charge=+1
Pb -1.890 -0.701 2.732 1.234
C 1.650 1.321 4.865 0.000
C 0.739 0.306 4.342 -0.279
N -0.072 0.589 3.367 -0.097
N 0.121 1.795 2.677 0.082
C -0.663 1.931 1.598 -0.432
O -1.450 1.006 1.126 -0.316
C -0.605 3.220 0.906 -0.170
C 0.512 4.045 1.083 -0.026
C 0.625 5.263 0.474 -0.076
C -0.328 5.617 -0.439 -0.082
C -1.341 4.768 -0.775 -0.059
C -1.497 3.591 -0.056 -0.030
C 0.606 -0.951 5.006 -0.299
C 1.631 -1.609 5.672 0.047
C 1.211 -2.809 6.290 -0.022
C -0.107 -3.247 6.352 -0.017
C -1.009 -2.519 5.595 -0.123
N -0.601 -1.471 4.918 -0.037
H 1.182 1.854 5.752 0.140
H 2.568 0.907 5.259 0.076
H 1.855 2.089 4.168 0.058
H 1.326 3.757 1.805 0.128
H 1.467 5.890 0.766 0.118
H -0.311 6.625 -0.836 0.115
H -2.137 5.062 -1.395 0.096
H -2.344 2.952 -0.209 0.115
H 2.634 -1.133 5.857 0.139
H 1.867 -3.463 6.803 0.103
H -0.391 -4.241 6.707 0.125
H -2.055 -2.628 5.649 0.108
S -0.085 -5.276 0.824 0.627
C -0.493 -3.755 0.935 -1.766
S -1.975 -3.732 -0.076 0.448
S 0.139 -2.538 1.932 0.479
C 0.890 -4.107 -4.139 -0.089
C 1.824 -3.357 -3.164 -0.224
C 1.266 -2.046 -2.674 -0.181
N -0.064 -2.180 -2.061 0.071
C -0.754 -1.270 -1.284 -0.605
S -2.285 -1.742 -0.501 0.577
N -0.478 0.034 -1.227 0.115
C 0.340 0.819 -2.125 -0.375
O 1.421 1.305 -1.858 0.138
C -0.340 1.061 -3.416 -0.121
C -1.643 0.544 -3.692 -0.008
C -2.265 0.841 -4.895 -0.048
C -1.559 1.602 -5.858 -0.029
C -0.283 2.211 -5.606 -0.044
C 0.271 1.902 -4.402 -0.020
H 1.397 -4.906 -4.670 0.075
H 0.591 -3.462 -4.956 0.070
H -0.093 -4.421 -3.667 0.087
H 2.716 -3.024 -3.763 0.136
H 2.145 -3.984 -2.373 0.096
H 1.217 -1.353 -3.526 0.123
H 1.953 -1.560 -1.929 0.149
H -0.487 -3.109 -2.082 0.086
H -0.675 0.483 -0.285 0.113
H -2.102 -0.118 -3.003 0.076
H -3.256 0.543 -5.116 0.097
H -1.964 1.697 -6.836 0.094
H 0.241 2.693 -6.424 0.114
H 1.197 2.387 -4.144 0.117



Entry 2:
64
Properties=species:S:1:pos:R:3:lowdin_charge:R:1 method="wB97M-V/def2-TZVPD" homo_energy_ev=-3.06 gap_ev=5.29 lumo_energy_ev=2.23 energy_ha=-2690.30572 e_above_lowest_ev=0.0000 charge=-1
Sr -0.004 -1.032 0.405 1.058
C -3.369 1.980 3.358 -0.158
C -2.722 1.162 2.239 -0.841
S -1.471 0.034 2.810 0.388
C -3.053 1.320 0.939 -0.873
C -4.160 2.282 0.595 -0.185
S -2.444 0.468 -0.461 0.475
H -2.735 2.250 4.192 0.042
H -4.224 1.416 3.800 0.074
H -3.724 2.953 2.963 0.059
H -3.862 3.323 0.432 0.059
H -5.018 2.274 1.326 0.076
H -4.601 2.048 -0.394 0.044
N 2.392 1.031 -3.591 0.010
C 1.915 -0.142 -3.021 -0.132
N 1.198 0.147 -1.985 0.115
C 1.183 1.528 -1.957 -0.295
N 1.891 2.068 -2.941 0.100
C 0.463 2.342 -1.010 -0.257
C 0.123 3.644 -1.375 -0.090
N -0.516 4.459 -0.552 0.068
C -0.758 4.007 0.668 -0.099
C -0.414 2.670 1.029 -0.143
N 0.156 1.818 0.175 0.045
H 2.908 1.143 -4.484 0.166
H 2.135 -1.144 -3.311 0.122
H 0.401 4.054 -2.356 0.112
H -1.260 4.665 1.375 0.105
H -0.618 2.262 1.999 0.035
S 5.035 -1.241 -0.760 1.083
C 4.922 0.226 0.117 -0.487
C 5.871 1.265 0.218 -0.107
C 5.443 2.380 0.899 -0.122
C 4.147 2.511 1.439 -0.075
C 3.240 1.435 1.412 -0.004
C 3.637 0.299 0.699 -0.312
N 2.797 -0.791 0.472 0.041
C 3.372 -1.663 -0.338 -0.533
C 2.769 -2.822 -0.908 -0.339
C 3.509 -3.696 -1.706 -0.122
C 2.893 -4.727 -2.358 -0.140
C 1.518 -4.917 -2.334 -0.117
C 0.756 -4.092 -1.514 -0.135
C 1.345 -2.963 -0.838 -0.159
H 6.833 1.124 -0.228 0.093
H 6.178 3.257 0.936 0.119
H 3.854 3.478 1.828 0.095
H 2.289 1.472 1.888 0.095
H 4.596 -3.714 -1.749 0.079
H 3.526 -5.398 -2.934 0.091
H 1.056 -5.679 -2.976 0.094
H -0.308 -4.274 -1.374 0.070
C -4.372 -2.599 -0.511 -0.045
N -4.119 -2.546 0.934 -0.169
C -4.854 -1.599 1.700 -0.064
C -2.853 -2.610 1.293 -0.388
O -1.968 -2.991 0.493 -0.134
H -5.341 -2.969 -0.711 0.064
H -3.623 -3.272 -0.981 0.097
H -4.226 -1.628 -0.947 0.038
H -5.916 -1.754 1.577 0.085
H -4.560 -0.591 1.358 0.077
H -4.567 -1.673 2.742 0.091
H -2.691 -2.270 2.293 0.062



Entry 3:
59
Properties=species:S:1:pos:R:3:lowdin_charge:R:1 method="wB97M-V/def2-TZVPD" homo_energy_ev=0.12 gap_ev=2.77 lumo_energy_ev=2.89 energy_ha=-1532.83214 charge=-2
C 5.515 -1.142 1.339 0.002
C 5.111 -1.268 0.019 -0.110
C 3.577 -1.405 -0.208 -0.135
C 2.941 -0.447 -0.931 0.069
C 1.416 -0.613 -1.181 -0.297
O 0.983 -0.298 -2.263 0.116
C 0.584 -1.233 -0.024 0.016
C 1.289 -2.271 0.764 -0.008
C 0.653 -2.972 1.889 -0.142
C 1.405 -4.024 2.741 -0.212
C 1.226 -5.521 2.262 -0.111
C -0.737 -2.610 2.156 0.012
C -1.446 -1.578 1.381 -0.109
C -2.932 -1.321 1.799 -0.183
O -3.151 -0.232 2.701 -0.207
C -2.014 0.071 3.517 -0.112
C -0.810 -0.831 0.277 -0.026
C -1.473 0.302 -0.564 -0.296
C -2.289 1.362 0.262 -0.033
C -2.289 -0.274 -1.812 -0.188
C -2.058 0.666 -3.083 -0.095
C 2.768 -2.615 0.383 -0.273
O 3.259 -3.716 0.489 0.084
H 6.131 -0.256 1.623 0.063
H 5.145 -1.908 2.060 0.065
H 5.828 -1.270 -0.842 0.109
H 3.449 0.426 -1.394 0.140
H 2.506 -3.790 2.730 0.095
H 1.111 -3.989 3.826 0.107
H 0.505 -6.024 2.967 0.064
H 2.197 -6.078 2.356 0.068
H 0.872 -5.626 1.210 0.077
H -1.242 -3.145 3.003 0.116
H -3.295 -2.275 2.292 0.118
H -3.553 -1.226 0.863 0.122
H -2.393 0.741 4.342 0.097
H -1.552 -0.813 4.024 0.083
H -1.294 0.691 2.925 0.090
H -0.624 0.879 -1.028 0.122
H -3.302 0.956 0.545 0.076
H -1.735 1.753 1.151 0.083
H -2.497 2.254 -0.390 0.076
H -1.763 -1.239 -2.074 0.099
H -3.372 -0.426 -1.580 0.100
H -1.060 1.173 -3.058 0.072
H -2.036 0.011 -4.004 0.066
H -2.856 1.443 -3.178 0.074
C 0.452 5.314 -1.624 -0.044
C -0.739 4.986 -1.015 -0.460
C -1.850 4.576 -1.999 -0.394
O -2.967 4.176 -1.634 -0.069
C -1.577 4.666 -3.422 -0.048
C -0.389 5.008 -4.035 -0.451
C 0.755 5.317 -3.049 -0.393
O 1.912 5.569 -3.405 -0.051
O -0.153 5.086 -5.266 -0.091
O -1.001 4.982 0.218 -0.105
H 1.296 5.607 -1.005 0.078
H -2.437 4.424 -4.042 0.081



Entry 4:
69
Properties=species:S:1:pos:R:3:mulliken_spin:R:1 method="wB97M-V/def2-TZVPD" homo_energy_ev="-11.41 / -11.46" gap_ev="7.18 / 7.20" multiplicity=3 lumo_energy_ev="-4.23 / -4.26" energy_ha=-6069.50796 s2=2.0270 e_above_lowest_ev=0.0000 charge=+1
V 0.979 0.098 -0.488 1.986
C -0.193 -0.201 -4.474 0.005
N 1.024 -0.850 -4.004 0.006
C 2.213 -0.888 -4.683 0.002
C 3.090 -1.539 -3.859 0.004
N 2.452 -1.886 -2.704 -0.004
B 3.259 -2.771 -1.645 0.002
N 2.253 -3.239 -0.565 -0.002
C 1.624 -4.481 -0.538 0.002
C 0.947 -4.619 0.632 0.006
N 1.117 -3.446 1.319 0.006
C 0.775 -3.187 2.718 0.000
C 1.877 -2.598 0.579 -0.001
S 2.257 -1.001 1.081 -0.034
C 1.190 -1.440 -2.795 0.015
S -0.072 -1.555 -1.589 -0.033
H -0.123 -0.087 -5.564 0.001
H -0.334 0.814 -4.056 -0.001
H -1.065 -0.791 -4.205 0.000
H 2.307 -0.531 -5.695 0.000
H 4.136 -1.841 -3.975 0.000
H 3.629 -3.736 -2.243 0.000
H 4.093 -2.058 -1.144 0.000
H 1.722 -5.133 -1.386 0.000
H 0.368 -5.446 1.071 0.000
H -0.172 -3.706 2.916 0.000
H 0.609 -2.117 2.855 0.001
H 1.569 -3.540 3.397 0.000
F 2.500 2.147 0.159 0.007
Te 2.847 2.441 -1.679 0.012
F 3.988 1.044 -1.904 0.004
F 1.620 3.862 -1.583 0.002
F 3.017 2.769 -3.544 0.000
F 4.304 3.510 -1.110 0.000
O 1.399 1.209 -1.980 0.007
C 0.025 1.806 5.507 -0.001
C 1.001 2.041 4.534 0.002
C 0.715 1.774 3.197 0.017
C -0.560 1.344 2.889 -0.007
C -1.544 1.124 3.854 -0.005
C -1.248 1.342 5.173 0.001
As -0.960 0.870 1.070 -0.025
C -2.468 -0.307 1.087 0.006
C -2.243 -1.706 1.081 -0.009
C -3.326 -2.572 1.100 -0.001
C -4.615 -2.066 1.108 0.000
C -4.848 -0.683 1.061 0.000
C -3.764 0.190 1.035 -0.002
C -1.433 2.450 0.041 -0.026
C -2.054 2.318 -1.206 0.020
C -2.141 3.418 -2.059 0.002
C -1.663 4.664 -1.636 0.000
C -0.988 4.781 -0.416 0.001
C -0.911 3.677 0.415 -0.003
H 0.287 1.988 6.546 0.000
H 1.971 2.370 4.870 0.000
H 1.467 1.920 2.436 0.012
H -2.512 0.742 3.550 0.000
H -1.977 1.126 5.922 0.000
H -1.231 -2.065 0.970 0.025
H -3.169 -3.637 1.108 0.000
H -5.442 -2.745 1.018 0.000
H -5.856 -0.316 1.050 0.000
H -3.891 1.274 0.962 0.000
H -2.450 1.372 -1.508 0.000
H -2.635 3.323 -3.020 0.000
H -1.779 5.490 -2.292 0.000
H -0.575 5.717 -0.153 0.000
H -0.392 3.768 1.389 0.000



Entry 5:
66
Properties=species:S:1:pos:R:3:mulliken_spin:R:1 method="wB97M-V/def2-TZVPD" homo_energy_ev="-8.54 / -8.56" gap_ev="8.79 / 7.95" multiplicity=2 lumo_energy_ev="0.24 / -0.61" energy_ha=-8582.74053 s2=0.7528 e_above_lowest_ev=0.7371
Cu -1.711 -0.930 0.258 0.729
N -1.506 -1.861 2.420 0.023
C -2.440 -2.991 2.376 0.000
C -2.340 -3.664 1.007 0.004
N -2.714 -2.710 -0.047 0.083
H -0.539 -2.159 2.367 0.000
H -1.625 -1.275 3.234 -0.003
H -3.450 -2.594 2.504 -0.002
H -2.268 -3.734 3.157 0.001
H -2.954 -4.564 0.993 0.003
H -1.303 -3.957 0.832 0.000
H -3.710 -2.534 -0.066 -0.013
H -2.417 -3.005 -0.975 -0.008
F -0.643 -2.273 -2.067 -0.002
P -0.973 -1.150 -3.209 -0.002
F 0.561 -1.162 -3.657 0.000
F -2.510 -1.141 -2.667 -0.001
F -1.316 0.008 -4.254 0.000
F -1.337 -2.296 -4.261 0.000
F -0.630 0.030 -2.079 0.005
Br -6.670 3.446 0.823 0.000
C -5.296 2.143 0.639 -0.011
C -4.879 1.764 -0.625 0.021
C -3.858 0.824 -0.751 -0.070
C -3.250 0.266 0.375 0.287
C -3.711 0.660 1.632 -0.094
C -4.729 1.598 1.776 0.010
H -5.343 2.192 -1.505 0.001
H -3.529 0.544 -1.745 0.008
H -3.269 0.245 2.534 0.007
H -5.072 1.903 2.757 0.001
O 0.249 -1.011 0.410 -0.034
As 1.458 0.049 -0.048 0.006
C 2.616 -0.441 -1.485 0.000
C 2.799 0.416 -2.561 0.000
C 3.649 0.039 -3.590 0.000
C 4.299 -1.186 -3.539 0.000
C 4.104 -2.044 -2.463 0.000
C 3.257 -1.674 -1.432 -0.001
C 2.581 0.097 1.532 0.002
C 3.951 -0.130 1.525 0.000
C 4.658 -0.138 2.723 0.000
C 4.000 0.087 3.922 0.000
C 2.630 0.327 3.931 -0.001
C 1.923 0.329 2.740 -0.002
C 0.966 1.890 -0.285 -0.047
C 1.986 2.834 -0.181 -0.003
C 1.684 4.179 -0.308 0.000
C 0.371 4.579 -0.535 0.000
C -0.641 3.635 -0.641 0.011
C -0.343 2.286 -0.518 0.085
H 2.267 1.358 -2.606 0.000
H 3.782 0.692 -4.442 0.000
H 4.949 -1.483 -4.352 0.000
H 4.602 -3.005 -2.437 0.000
H 3.077 -2.344 -0.601 0.000
H 4.469 -0.295 0.590 0.000
H 5.726 -0.320 2.715 0.000
H 4.554 0.078 4.853 0.000
H 2.117 0.514 4.867 0.000
H 0.855 0.511 2.734 0.000
H 3.006 2.517 0.003 0.000
H 2.471 4.918 -0.227 0.000
H 0.140 5.632 -0.631 0.000
H -1.664 3.941 -0.825 0.001
H -1.120 1.543 -0.615 0.002



Entry 6:
63
Properties=species:S:1:pos:R:3:lowdin_charge:R:1 method="wB97M-V/def2-TZVPD" homo_energy_ev=-8.57 gap_ev=8.99 smiles="CC/C=C/C(=O)N1C[C@]2(CC(c3cccc(NC(=O)COc4ccc(Cl)cc4)c3)=NO2)C[C@H]1C(N)=O" lumo_energy_ev=0.43 energy_ha=-2062.39966
C 6.239 1.666 1.550 -0.111
C 5.068 1.983 2.471 -0.245
C 3.749 2.116 1.793 -0.064
C 3.498 1.966 0.494 0.001
C 2.131 2.157 -0.021 -0.432
O 1.223 2.620 0.652 0.041
N 1.939 1.831 -1.334 -0.016
C 0.619 1.924 -1.930 -0.051
C 0.442 0.558 -2.603 -0.394
C -0.076 -0.512 -1.633 -0.007
C -1.393 -0.857 -2.292 -0.220
C -2.367 -1.770 -1.730 -0.159
C -3.495 -2.162 -2.456 -0.022
C -4.439 -2.982 -1.871 -0.058
C -4.303 -3.410 -0.559 -0.003
C -3.187 -3.016 0.168 -0.213
N -3.024 -3.311 1.531 0.140
C -4.026 -3.319 2.455 -0.470
O -5.170 -3.644 2.248 0.092
C -3.547 -2.830 3.832 -0.086
O -2.459 -1.932 3.755 -0.056
C -2.575 -0.831 2.941 -0.276
C -3.752 -0.421 2.325 -0.008
C -3.735 0.641 1.438 -0.084
C -2.549 1.304 1.176 -0.664
Cl -2.533 2.594 0.026 0.712
C -1.376 0.941 1.822 -0.098
C -1.394 -0.128 2.697 0.000
C -2.213 -2.222 -0.424 0.036
N -1.569 -0.230 -3.388 0.139
O -0.530 0.601 -3.661 -0.042
C 1.851 0.313 -3.157 -0.017
C 2.775 0.895 -2.074 -0.191
C 4.008 1.546 -2.717 -0.533
N 3.844 2.845 -3.030 0.196
O 5.017 0.920 -2.946 0.070
H 6.083 0.723 1.033 0.077
H 6.368 2.450 0.808 0.077
H 7.156 1.590 2.129 0.071
H 4.978 1.203 3.234 0.115
H 5.263 2.917 3.007 0.116
H 2.915 2.361 2.439 0.118
H 4.276 1.731 -0.213 0.092
H 0.582 2.713 -2.690 0.142
H -0.124 2.141 -1.161 0.079
H -0.213 -0.114 -0.627 0.113
H 0.573 -1.388 -1.583 0.137
H -3.609 -1.805 -3.466 0.111
H -5.307 -3.286 -2.436 0.107
H -5.059 -4.018 -0.091 0.107
H -2.114 -3.051 1.893 0.142
H -4.405 -2.391 4.356 0.140
H -3.181 -3.677 4.420 0.142
H -4.687 -0.925 2.511 0.119
H -4.645 0.942 0.945 0.112
H -0.464 1.488 1.634 0.084
H -0.493 -0.442 3.201 0.122
H -1.357 -1.920 0.161 0.113
H 1.950 0.863 -4.094 0.136
H 2.057 -0.737 -3.352 0.134
H 3.131 0.093 -1.416 0.161
H 4.608 3.350 -3.447 0.120
H 3.023 3.348 -2.743 0.103



Entry 7:
62
Properties=species:S:1:pos:R:3:mulliken_spin:R:1 method="wB97M-V/def2-TZVPD" homo_energy_ev="-4.08 / -4.32" gap_ev="6.70 / 6.94" multiplicity=4 lumo_energy_ev="2.62 / 2.62" energy_ha=-3560.85874 s2=3.8378 e_above_lowest_ev=1.6799 charge=-1
Cr -0.877 -0.136 0.918 3.293
C -1.847 -1.918 1.261 -0.273
N 0.151 -0.265 2.656 -0.051
C 0.350 0.800 3.608 0.016
C 1.544 1.663 3.176 0.000
N 1.297 2.353 1.913 0.004
C 0.452 3.522 2.064 0.009
C 2.233 2.410 0.893 -0.007
C 2.486 3.655 0.294 0.000
C 3.274 3.795 -0.833 0.001
C 3.871 2.689 -1.417 -0.001
C 3.658 1.454 -0.831 0.000
C 2.859 1.277 0.299 0.005
S 2.866 -0.376 0.927 0.004
C 0.707 -1.466 2.914 -0.032
C 0.923 -2.045 4.187 0.011
C 1.446 -3.316 4.312 -0.007
C 1.815 -4.078 3.201 0.016
C 1.677 -3.514 1.946 -0.007
C 1.140 -2.243 1.804 0.050
S 1.164 -1.376 0.280 -0.023
H -1.683 -2.306 2.265 0.012
H -1.528 -2.657 0.518 0.016
H -2.904 -1.698 1.107 0.010
H 0.559 0.436 4.621 0.005
H -0.555 1.405 3.685 -0.022
H 2.410 1.016 3.065 -0.003
H 1.783 2.406 3.956 -0.002
H 0.983 4.373 2.520 -0.001
H -0.397 3.268 2.688 -0.001
H 0.049 3.821 1.097 -0.001
H 2.037 4.542 0.716 0.000
H 3.422 4.784 -1.251 0.000
H 4.490 2.780 -2.300 0.000
H 4.107 0.565 -1.258 0.000
H 0.620 -1.509 5.077 0.002
H 1.558 -3.740 5.304 0.000
H 2.219 -5.074 3.321 0.002
H 1.994 -4.047 1.057 0.000
O -2.463 0.857 -2.664 0.008
C -2.591 0.614 -1.460 -0.013
O -1.810 -0.155 -0.807 0.004
C -3.765 1.226 -0.722 0.027
C -4.875 1.526 -1.513 -0.003
C -6.037 2.056 -0.984 0.002
C -6.088 2.312 0.381 -0.001
C -4.994 2.037 1.176 0.001
C -3.808 1.489 0.658 -0.004
S -2.514 1.273 1.834 -0.045
H -4.787 1.326 -2.573 0.000
H -6.887 2.267 -1.622 0.000
H -6.984 2.727 0.830 0.000
H -5.034 2.242 2.239 0.000
C 1.080 1.394 -4.036 0.000
C 0.209 2.330 -3.198 0.000
C 0.203 1.912 -1.800 0.019
N 0.238 1.556 -0.710 -0.021
H 1.027 1.678 -5.087 0.000
H 0.725 0.369 -3.937 0.000
H 2.120 1.434 -3.713 0.000
H -0.829 2.303 -3.529 0.000
H 0.573 3.359 -3.241 0.000